No. 1
The molecule C18H25N3O4S2 at a distorted geometry. Source: the Open Molecules 2025 dataset; level of theory: ωB97M-V/def2-TZVPD.

Geometry (Å):
C 5.06599 1.18458 1.59166
C 4.14695 0.17604 0.90037
C 2.97131 -0.16428 1.81960
C 4.93969 -1.10281 0.58317
C 4.12466 -2.09658 -0.21070
O 3.97505 -3.24250 0.11637
C 3.51454 -1.51441 -1.47443
C 2.78880 -0.24496 -1.14642
N 1.56278 -0.20224 -1.45636
N 0.76076 0.84584 -1.18663
C -0.56074 0.82436 -1.55062
O -1.05662 -0.07933 -2.17365
C -1.30035 2.06962 -1.05705
C -2.67010 2.22266 -1.72753
C -3.64146 1.13809 -1.26688
N -3.72237 1.13333 0.17760
S -5.01948 0.31841 0.81822
O -6.19276 0.75253 0.12620
O -4.94946 0.45813 2.24146
C -4.71980 -1.38243 0.41692
C -4.01792 -2.29079 1.14875
C -3.88338 -3.52584 0.47975
C -4.47503 -3.51620 -0.74494
S -5.21290 -2.00528 -1.10478
C -2.45864 0.87897 0.82377
C -1.48647 2.00003 0.46725
C 3.62060 0.77493 -0.41768
H 5.90400 1.45016 0.95075
H 5.46019 0.76656 2.51458
H 4.52085 2.09368 1.83647
H 3.33111 -0.60509 2.74599
H 2.40684 0.73269 2.06898
H 2.29925 -0.87636 1.34453
H 5.82230 -0.84315 -0.00736
H 5.27427 -1.57775 1.50690
H 2.82983 -2.22985 -1.92829
H 4.33080 -1.30464 -2.17090
H 1.12326 1.65982 -0.69203
H -0.68714 2.94446 -1.30524
H -2.56057 2.15785 -2.81035
H -3.07708 3.20168 -1.47061
H -4.64728 1.33623 -1.63844
H -3.29867 0.16712 -1.64757
H -3.63822 -2.07405 2.13003
H -3.36988 -4.37541 0.89154
H -4.52095 -4.31210 -1.46114
H -2.65222 0.85402 1.89683
H -2.04128 -0.09143 0.51000
H -0.53564 1.82886 0.97578
H -1.90222 2.94648 0.81606
H 4.46737 1.05521 -1.05018
H 3.05742 1.68515 -0.19975

Forces on the atoms, in the same order (eV/Å):
C -0.154 -0.177 -0.159
C 0.085 0.139 0.089
C 0.169 0.015 -0.160
C -0.021 -0.061 0.307
C 0.177 0.279 -0.232
O -0.047 -0.249 0.096
C -0.237 -0.369 -0.049
C 0.121 0.416 0.019
N -0.316 -0.738 -0.393
N 0.827 0.675 0.523
C -0.081 0.320 -0.029
O -0.140 -0.115 -0.126
C -0.127 0.054 -0.065
C 0.103 -0.269 0.072
C -0.197 0.035 -0.744
N -0.881 -0.190 0.457
S 0.159 -0.019 0.202
O 0.126 -0.149 -0.334
O 0.263 -0.180 -0.042
C -0.276 0.601 -0.166
C -0.055 0.218 0.119
C -0.015 -0.028 -0.108
C -0.179 0.426 -0.113
S 0.162 -0.402 0.215
C 0.485 -0.004 0.526
C -0.119 -0.147 -0.042
C -0.279 0.034 0.105
H 0.114 0.041 -0.067
H 0.062 -0.032 0.122
H -0.056 0.121 0.041
H 0.021 -0.062 0.109
H -0.084 0.097 0.016
H -0.148 -0.082 0.022
H 0.065 0.025 -0.059
H 0.021 -0.022 -0.037
H 0.083 0.026 0.036
H 0.099 0.035 -0.037
H -0.163 -0.263 -0.178
H -0.008 -0.081 0.027
H -0.044 0.034 -0.001
H 0.003 0.041 -0.027
H 0.124 0.030 -0.148
H -0.081 0.130 0.057
H 0.074 0.045 0.207
H 0.070 -0.165 0.042
H -0.016 -0.186 -0.147
H 0.235 -0.018 -0.048
H -0.039 0.012 0.046
H -0.017 0.028 0.034
H 0.040 0.031 0.042
H 0.021 0.047 -0.028
H 0.071 0.051 0.008

Values from the calculation:
Lowest unoccupied orbital energy (eV): 0.22
Energy above the lowest of the compared OMol25 structures with the same formula, charge and spin (kcal per mole): 37.8
Orbital gap (eV): 9.4
Structure (SMILES): CC1(C)CC(=O)C/C(=N/NC(=O)C2CCN(S(=O)(=O)c3cccs3)CC2)C1

Atomic partial charges in e from the Löwdin method, atoms 1 to 2: number 1, C, carries -0.05; number 2, C, carries -0.55

---

No. 2
A structure of composition C18H25N5O6PScSe at a distorted geometry. Source: the Open Molecules 2025 dataset; level of theory: ωB97M-V/def2-TZVPD.

Geometry (Å):
Sc 0.02337 -1.06014 0.70627
C 0.78637 -0.77794 4.93207
C 1.05017 -1.17504 3.50577
O 0.03327 -1.08574 2.76157
C 2.29117 -1.51504 3.12187
C 2.26427 -1.85424 1.68407
C 2.30167 -3.32304 1.34287
N 2.06707 -1.02264 0.71617
N 2.31587 0.33846 0.99347
C 1.27627 1.13186 0.91657
O 0.06087 0.95436 0.68067
C 1.53847 2.62376 1.14057
C 2.86197 3.03866 1.37507
C 3.18407 4.38916 1.55477
C 2.18367 5.35736 1.50467
C 0.86317 4.97416 1.28147
C 0.54597 3.62226 1.10347
H 0.03817 -1.43274 5.39637
H 0.43267 0.25806 5.00117
H 1.69287 -0.84724 5.54567
H 3.17907 -1.57374 3.71737
H 2.64687 -3.91764 2.19317
H 2.98347 -3.48514 0.50237
H 1.29977 -3.65564 1.05587
H 3.64697 2.28816 1.41717
H 4.21617 4.66906 1.73377
H 2.43027 6.40386 1.64357
H 0.06947 5.71206 1.24527
H -0.48773 3.32936 0.93507
C -1.22373 0.58576 -4.02443
N -1.68723 0.73156 -2.65743
C -2.80003 -0.16274 -2.39923
N -2.40833 -1.53594 -2.65553
C -1.94633 -1.68674 -4.02253
N -0.83533 -0.78904 -4.27713
C 0.37947 -1.17484 -3.58743
P 0.02337 -1.06014 -1.82343
C -0.62403 0.61666 -1.67913
C -1.47363 -2.05474 -1.67693
H -0.39873 1.27816 -4.24063
H -2.01803 0.88416 -4.72233
H -3.65283 0.10796 -3.03693
H -3.17823 -0.04164 -1.37503
H -2.76753 -1.47244 -4.72033
H -1.67303 -2.72874 -4.23733
H 1.21067 -0.52044 -3.87353
H 0.67987 -2.18944 -3.87213
H 0.15397 1.36576 -1.86433
H -1.00373 0.81596 -0.67073
H -1.89823 -1.99664 -0.66843
H -1.27123 -3.11594 -1.86063
O -4.41673 0.36946 0.12177
Se -3.87183 -1.06294 0.72087
O -4.41673 -2.17204 -0.36563
O -2.03423 -1.06014 0.70627
O -4.66693 -1.37494 2.34797
H 0.02337 -2.92064 0.70627

Forces on the atoms, in the same order (eV/Å):
Sc -4.859 -2.338 1.794
C 0.283 -0.113 0.995
C 0.560 1.045 2.507
O -0.920 -0.060 -1.296
C 0.336 0.045 -1.560
C 1.155 -1.150 0.449
C 1.101 -0.357 -0.004
N 2.497 0.001 0.434
N -0.898 0.493 0.263
C 2.012 2.999 0.636
O -0.554 -0.073 0.693
C 1.548 0.499 0.229
C -0.102 0.491 0.044
C -0.376 -0.481 -0.101
C -0.090 -0.123 -0.013
C 0.256 -0.578 -0.007
C 0.074 -0.500 -0.046
H -0.036 0.173 -0.229
H -0.095 -0.222 -0.228
H -0.020 -0.017 -0.101
H 0.059 -0.147 0.341
H 0.067 0.218 0.072
H -0.071 -0.034 -0.110
H 0.225 0.096 0.058
H -0.212 0.049 -0.025
H -0.028 0.047 -0.003
H 0.000 0.008 0.000
H 0.059 -0.021 0.006
H 0.177 -0.036 0.007
C -0.254 -0.057 0.586
N -0.681 2.311 -0.808
C -0.178 -0.255 0.217
N -1.585 -1.150 -0.880
C -0.354 0.139 0.749
N 0.684 -0.121 -2.716
C -0.180 0.179 -0.324
P 2.519 -1.125 1.252
C -1.340 0.247 -1.114
C -0.649 -0.454 -1.310
H 0.165 -0.250 0.254
H -0.124 -0.321 0.176
H 0.243 -0.074 -0.154
H 0.360 0.093 -0.537
H 0.078 0.341 0.151
H 0.274 0.137 0.268
H -0.113 0.083 0.066
H -0.155 0.015 0.125
H 0.054 -0.089 -0.022
H -0.367 -0.127 -1.141
H 0.249 -0.215 -0.675
H 0.196 0.112 -0.128
O 0.986 -0.036 0.802
Se -2.114 -0.716 2.945
O 1.175 0.049 0.824
O -3.087 0.725 1.117
O 2.756 0.781 -3.871
H -0.710 -0.135 -0.658

Values from the calculation:
Lowest unoccupied orbital energy (eV): 4.44
Energy above the lowest of the compared OMol25 structures with the same formula, charge and spin (kcal per mole): 0.0
Orbital gap (eV): 6.4
Total charge: -2

Atomic partial charges in e from the Löwdin method, atoms 1 to 2: number 1, Sc, carries 0.68; number 2, C, carries -0.03

---

No. 3
A cluster of 2 separate species, C18H25N6O5S in total at a distorted geometry. Source: the Open Molecules 2025 dataset; level of theory: ωB97M-V/def2-TZVPD.

Geometry (Å):
O -3.69900 1.94385 -2.35342
O 4.05163 3.06103 -2.43897
O 4.06609 -1.49453 -1.00989
O -1.02889 -0.14969 0.83017
O -3.06721 0.94920 1.53080
C -3.51312 1.00132 -1.61843
C 4.33075 2.53789 -1.37377
C 4.28316 -0.88940 0.03034
C 1.88700 2.96208 1.57047
C 1.74587 2.02072 0.58889
C 0.64586 3.83082 -0.04868
C -4.94118 -3.53284 -0.57207
C -3.26624 -2.49326 0.82390
C -4.24360 -1.25670 -1.01322
C -4.05539 -3.60583 0.51017
C -5.04339 -2.36437 -1.34214
C -3.36758 -1.32520 0.05867
N 1.19567 4.08815 1.15743
N -4.33909 -0.07894 -1.73494
N 4.84746 -1.51610 1.06610
N 3.98798 1.27101 -1.14269
N -2.39227 1.09085 -0.88076
N 0.97083 2.57309 -0.41497
C 5.03451 3.34436 -0.30001
C -3.98052 -4.85960 1.34138
C -6.01621 -2.31445 -2.49770
C 5.17174 -0.96915 2.38517
C 2.36111 0.64000 0.58348
C 3.84103 0.58110 0.14833
S -2.42781 0.14881 0.48306
H 2.43533 2.84013 2.49808
H 0.07535 4.53627 -0.64944
H -5.56020 -4.39389 -0.80971
H -2.58710 -2.53525 1.67362
H 1.11676 4.96053 1.67478
H -5.06996 0.01099 -2.43292
H 5.07851 -2.48416 0.89105
H 3.70502 0.74863 -1.96227
H -2.20223 2.04827 -0.65220
H 0.74130 2.11670 -1.29290
H 4.38338 3.48068 0.55665
H 5.30059 4.31716 -0.71403
H 5.94661 2.82718 -0.00546
H -4.10457 -5.74633 0.71141
H -4.77106 -4.85518 2.09857
H -3.01322 -4.93387 1.84817
H -6.51892 -3.27755 -2.63281
H -5.49099 -2.07247 -3.42705
H -6.78169 -1.55356 -2.31512
H 5.82535 -0.09994 2.28991
H 5.69778 -1.72460 2.97302
H 4.26043 -0.69186 2.91810
H 1.77369 0.00809 -0.08746
H 2.26118 0.21181 1.58259
H 4.45945 1.06798 0.89874

Forces on the atoms, in the same order (eV/Å):
O -0.762 1.003 -0.572
O 0.074 -0.036 -0.239
O -0.121 0.529 -0.011
O -1.536 -0.263 -1.102
O -0.133 -1.109 -1.541
C -1.775 1.458 -3.722
C 0.031 1.925 -0.304
C -0.507 -0.391 -1.222
C -0.205 -0.441 -0.555
C 0.785 -0.432 0.612
C 0.274 -0.052 0.048
C 0.499 1.082 0.007
C -0.006 -0.011 -0.038
C -0.235 -0.409 0.177
C 0.200 0.331 0.075
C -0.214 -0.798 0.200
C 0.319 0.212 -0.072
N -0.234 -0.688 -0.881
N 0.279 -0.359 0.484
N 0.471 0.024 1.154
N -0.171 -2.153 0.996
N 0.547 -2.714 1.565
N 0.270 1.061 1.145
C 0.142 -0.275 -0.287
C 0.137 0.020 -0.009
C 0.224 0.131 0.131
C -0.104 0.043 -0.364
C -0.464 -0.119 -0.144
C 0.190 0.665 -0.390
S 2.253 0.401 4.381
H -0.299 0.397 -0.170
H 0.176 -0.266 0.263
H 0.072 0.148 -0.048
H -0.067 0.046 -0.217
H -0.082 -0.271 -0.302
H 0.363 0.247 0.166
H -0.095 0.115 -0.103
H -0.078 -0.112 0.069
H 0.104 0.483 0.116
H -0.023 0.193 0.133
H 0.044 0.016 0.270
H -0.123 -0.178 0.003
H 0.027 0.029 0.253
H -0.014 0.127 0.159
H 0.111 -0.088 -0.065
H -0.203 -0.017 -0.035
H 0.141 0.246 0.070
H -0.139 -0.001 -0.005
H -0.019 -0.056 -0.130
H -0.008 -0.032 0.115
H -0.132 0.112 -0.185
H 0.080 0.028 0.119
H 0.031 -0.074 0.045
H -0.140 0.021 -0.002
H 0.044 0.254 -0.041

Values from the calculation:
Lowest unoccupied orbital energy (eV): -3.00
Orbital gap (eV): 8.1
Total charge: +1

Atomic partial charges in e from the Löwdin method, atoms 1 to 2: number 1, O, carries 0.09; number 2, O, carries 0.05

---

No. 4
A structure of composition C18H26B2F4InN6O5 at a distorted geometry. Source: the Open Molecules 2025 dataset; level of theory: ωB97M-V/def2-TZVPD.

Geometry (Å):
In -0.09727 -0.00239 -0.03961
C 3.47488 -0.93596 2.39255
C 2.12671 -0.58086 1.87708
N 1.81541 -0.53259 0.63005
O 2.65967 -0.80308 -0.35035
B 2.61474 0.39309 -1.50717
F 3.79761 0.32474 -2.09359
F 2.27797 1.51634 -0.75638
O 1.50780 0.14907 -2.51527
N 0.30636 0.60220 -2.01206
C -0.16944 1.73496 -2.36146
C 0.38315 2.60499 -3.42772
C -1.30892 2.24856 -1.44318
N -1.34033 1.66101 -0.30745
O -2.19184 2.05815 0.68870
B -1.46073 2.23783 1.96699
F -0.17657 2.61625 1.79106
F -2.21763 2.76570 2.90476
O -1.21063 0.62926 2.62274
N -0.13101 0.05951 2.22002
C 1.02734 -0.06244 2.77846
C 1.30325 0.41745 4.15581
C -2.16112 3.41545 -1.78293
H 4.15433 -1.07494 1.55634
H 3.85777 -0.15219 3.04761
H 3.41960 -1.86048 2.97265
H 1.16710 2.08406 -3.96810
H -0.40452 2.91970 -4.11365
H 0.79851 3.50923 -2.97197
H 0.39115 0.67992 4.68427
H 1.85168 -0.35649 4.69688
H 1.95377 1.29617 4.09250
H -2.21417 3.57879 -2.85568
H -3.15862 3.27726 -1.36881
H -1.73564 4.30956 -1.31511
C -3.81944 -6.67628 -3.38395
C -3.00119 -5.46483 -3.88956
N -3.81442 -4.25777 -3.90305
C -4.90434 -4.15249 -4.85377
C -6.27504 -4.14733 -4.12400
C -3.52807 -3.07078 -3.07386
O -3.97172 -2.03825 -3.46946
C -2.67941 -3.15067 -1.84000
C -2.65082 -4.20276 -0.93589
C -1.88046 -4.09406 0.21132
C -1.16916 -2.93613 0.42223
N -1.20980 -1.89384 -0.43900
C -1.95909 -2.00096 -1.54631
H -3.13223 -7.51817 -3.31446
H -4.60733 -6.92975 -4.08998
H -4.26813 -6.50041 -2.40737
H -2.71925 -5.64168 -4.93098
H -2.09912 -5.29217 -3.31147
H -4.81846 -4.99041 -5.53874
H -4.77308 -3.21410 -5.39591
H -6.44752 -5.08119 -3.59521
H -7.02589 -4.03973 -4.90532
H -6.35163 -3.30417 -3.44248
H -3.23521 -5.09971 -1.09358
H -1.83382 -4.89688 0.93325
H -0.54581 -2.82572 1.29935
H -1.97150 -1.15883 -2.22588

Forces on the atoms, in the same order (eV/Å):
In -0.084 -0.883 -0.402
C -0.149 -0.003 -0.071
C -0.194 0.092 0.287
N 0.426 0.110 -0.004
O -0.163 0.253 -0.239
B 0.121 -0.300 0.079
F -0.124 -0.010 0.012
F -0.022 -0.055 -0.056
O -0.203 0.145 0.246
N 0.563 -0.011 -0.294
C -0.359 0.432 0.103
C -0.109 -0.099 0.121
C 0.251 0.062 -0.415
N -0.265 0.366 0.530
O 0.379 -0.109 0.065
B -0.725 0.954 -0.593
F 0.171 -0.095 0.028
F 0.105 -0.167 -0.032
O 0.203 -0.748 0.513
N -0.065 0.344 0.220
C 0.051 -0.158 -0.089
C 0.079 0.008 -0.148
C 0.075 -0.154 -0.026
H 0.031 -0.023 0.007
H -0.023 0.012 0.001
H 0.027 -0.001 0.010
H 0.023 -0.001 -0.019
H 0.004 -0.008 -0.006
H -0.004 0.003 0.014
H -0.019 -0.010 0.000
H 0.001 0.013 0.024
H -0.003 -0.002 0.039
H 0.002 -0.008 0.013
H -0.009 0.034 0.017
H 0.008 0.010 0.001
C 0.097 0.041 -0.108
C -0.283 0.158 0.041
N 0.311 0.052 0.332
C -0.018 -0.097 0.333
C 0.168 0.076 -0.236
C -0.109 -0.395 -0.446
O -0.012 0.243 0.045
C -0.080 -0.024 -0.122
C -0.088 -0.174 0.015
C -0.017 -0.040 -0.030
C 0.069 0.260 -0.109
N -0.160 -0.172 0.098
C 0.242 0.027 0.133
H -0.036 -0.024 -0.009
H -0.003 -0.028 0.018
H 0.030 0.014 0.002
H 0.042 -0.042 -0.029
H 0.005 0.017 0.096
H -0.012 -0.029 -0.030
H -0.064 0.085 0.017
H 0.033 -0.032 -0.001
H -0.062 0.006 0.063
H -0.046 0.019 -0.004
H 0.008 -0.008 -0.040
H -0.005 0.002 0.008
H 0.009 0.042 0.033
H -0.023 0.033 -0.004

Values from the calculation:
Lowest unoccupied orbital energy (spin up / spin down) (eV): -12.40 / -12.13
Orbital gap (spin up / spin down) (eV): 6.2 / 6.5
Total charge: +3

Atomic partial charges in e from the Löwdin method, atoms 1 to 2: number 1, In, carries 1.11; number 2, C, carries 0.06

---

What did we get for M? Answer: 411.55; 562.32; 437.50; 618.88 g mol⁻¹, in the order shown.
What did we get for E? Answer: -1962.4871; -4929.4766; -1803.6573; -2044.6327 Eh, in the order shown.